[1]
ORCA calculation (ωB97M-V with the def2-TZVPD basis set) on one molecule with the formula C3H4N2O at a distorted geometry.

```
10
Properties=species:S:1:pos:R:3:forces:R:3
O 2.244 -0.216 -0.011 -0.1044 -0.4583 -0.2378
C 0.956 0.119 0.239 -0.5755 -0.2388 -0.2450
C 0.022 -0.857 -0.030 -0.5744 0.1962 0.6006
N -1.145 -0.140 -0.149 -0.4108 0.1403 0.5911
C -0.852 1.145 0.136 -0.3277 0.2635 -0.0225
N 0.430 1.348 0.397 -0.0559 -0.2471 -0.4816
H 1.902 -0.920 -0.617 2.1981 0.2268 0.2743
H 0.063 -1.885 0.301 -0.0564 -0.1212 -0.6346
H -2.041 -0.519 -0.393 -0.1131 0.1411 0.1451
H -1.608 1.911 0.110 0.0200 0.0976 0.0103
```
Positions in Å, forces in eV/Å.

For the total energy, the calculation gives -8202.2663 eV. As for the orbital gap: 9.22 eV. The relative energy (zero: lowest compared OMol25 entry of this formula, charge and spin) comes out at 37.3 kcal/mol. The highest occupied orbital energy comes out at -8.43 eV. As for the SMILES: Oc1c[nH]cn1. The calculation puts the LUMO energy at 0.80 eV.

***

[2]
ORCA calculation (ωB97M-V with the def2-TZVPD basis set) on one molecule with the formula C3H4N2O.

```
10
Properties=species:S:1:pos:R:3:forces:R:3
N -1.096 1.073 -1.472 -0.0895 -0.0238 -0.0215
C -0.645 0.494 -0.334 -0.1898 0.1028 0.0846
N 0.547 -0.252 -0.568 0.0319 -0.0615 0.3183
C 0.913 -0.762 0.533 -0.2935 0.0868 0.1958
C 0.782 -1.203 1.780 0.2476 0.1209 -0.4538
O -1.180 0.609 0.757 0.1276 0.0116 -0.3466
H -0.672 0.827 -2.352 -0.0645 0.0318 0.1541
H -1.999 1.515 -1.451 0.0990 -0.0186 -0.0238
H 1.834 -1.479 0.625 0.1931 -0.2071 0.1749
H 1.383 -0.745 2.570 -0.0619 -0.0430 -0.0820
```
Positions in Å, forces in eV/Å.

For the total energy, the calculation gives -8200.0675 eV. As for the orbital gap: 9.45 eV. The relative energy (zero: lowest compared OMol25 entry of this formula, charge and spin) comes out at 88.0 kcal/mol. The highest occupied orbital energy comes out at -9.52 eV. The calculation puts the LUMO energy at -0.07 eV.